{
  "formula": "C13H17OP",
  "method": "ωB97M-V/def2-TZVPD",
  "species": ["P", "O", "C", "C", "C", "C", "C", "C", "C", "C", "C", "C", "C", "C", "C", "H", "H", "H", "H", "H", "H", "H", "H", "H", "H", "H", "H", "H", "H", "H", "H", "H"],
  "positions_angstrom": [[0.6452, 1.0330, 1.3056], [1.5064, 1.5923, 2.3566], [2.5894, -0.7357, -2.0002], [0.8658, -0.7758, 0.5265], [-1.8191, 0.6742, 2.4319], [0.7105, -2.1798, 0.6281], [1.2324, 0.2704, -0.2344], [1.9317, -1.8076, -2.4142], [-1.1620, 2.9939, 1.7133], [-0.3206, -2.4737, -1.6152], [-1.1614, 1.5158, 1.3455], [0.1171, -2.9400, -0.3036], [-1.7910, 1.2656, -0.0129], [1.9247, 0.5228, -1.5281], [0.4700, -1.9337, -2.5378], [-0.1139, -3.9725, -0.0713], [2.4833, -2.6901, -2.7199], [-0.6320, 3.5713, 0.9557], [-1.6202, 0.2373, -0.3328], [-2.1805, 3.3703, 1.7954], [-2.8659, 1.4411, 0.0399], [0.0526, -1.6347, -3.4923], [1.1804, 0.8656, -2.2550], [-2.8313, 1.0294, 2.6238], [-1.3692, -2.6379, -1.8410], [2.6573, 1.3232, -1.3996], [-1.3665, 1.9339, -0.7628], [-1.2481, 0.7418, 3.3574], [-0.6560, 3.1394, 2.6662], [-1.8672, -0.3711, 2.1302], [3.6681, -0.7545, -1.9413], [0.9701, -2.6142, 1.5863]],
  "forces_ev_per_a": [[0.103, -3.703, -2.315], [0.141, 0.448, 0.454], [0.090, 0.027, -0.139], [-0.269, 4.057, 0.879], [0.123, -0.060, 0.059], [-0.163, -1.000, -0.077], [-0.493, 0.288, 1.268], [0.253, -0.077, -0.031], [0.084, 0.044, 0.087], [-0.189, 0.070, -0.163], [0.684, -0.058, -0.029], [0.199, -0.014, 0.327], [0.115, -0.065, -0.047], [-0.067, -0.058, -0.092], [-0.128, 0.097, -0.027], [0.013, -0.069, 0.135], [0.171, -0.014, 0.014], [-0.035, 0.140, -0.001], [-0.081, -0.014, -0.057], [-0.130, 0.004, -0.039], [-0.063, 0.036, 0.013], [-0.176, -0.026, -0.071], [0.068, 0.078, 0.012], [-0.092, 0.055, -0.013], [-0.048, 0.041, -0.131], [-0.117, -0.027, -0.024], [-0.033, -0.009, -0.081], [-0.057, -0.021, 0.114], [-0.001, 0.096, 0.019], [-0.016, -0.071, 0.017], [0.123, -0.116, -0.055], [-0.011, -0.082, -0.008]],
  "lowdin_charge": [0.85, -0.35, -0.10, -0.15, -0.09, -0.10, -0.26, -0.11, -0.10, -0.11, -0.67, -0.10, -0.08, -0.17, -0.10, 0.10, 0.11, 0.08, 0.07, 0.09, 0.09, 0.11, 0.12, 0.09, 0.11, 0.11, 0.08, 0.08, 0.08, 0.08, 0.10, 0.11],
  "e_above_lowest_ev": 2.1748,
  "max_force_ha_per_bohr": 0.085,
  "total_energy_ev": -25090.3895,
  "homo_ha": -0.301,
  "e_lumo_ha": 0.0218,
  "gap_ev": 8.773,
  "smiles": "CC(C)(C)[P@@]1(=O)C2=C1C\\C=C/C=C\\C=C/2"
}

{
  "formula": "C13H17P",
  "method": "ωB97M-V/def2-TZVPD",
  "species": ["P", "C", "C", "C", "C", "C", "C", "C", "C", "C", "C", "C", "C", "C", "H", "H", "H", "H", "H", "H", "H", "H", "H", "H", "H", "H", "H", "H", "H", "H", "H"],
  "positions_angstrom": [[-0.4857, 0.5450, 1.5334], [3.7057, 0.3131, -0.3563], [3.1525, -0.8288, 0.2987], [1.9543, 1.6321, 0.6267], [1.8189, -0.7744, 0.7042], [0.1912, -3.4797, -0.9964], [-1.2988, -3.0364, 1.0685], [-1.5699, 0.8963, -0.0330], [-2.9317, 0.8437, 0.6592], [1.1943, 0.4912, 0.8214], [-0.4960, -3.2565, 0.0080], [-1.5435, -0.1200, -1.1606], [-1.3029, 2.3703, -0.5532], [3.1021, 1.5714, -0.1791], [-3.1076, 1.5847, 1.3312], [0.9233, -3.2321, -1.7140], [-0.8773, -2.9640, 1.9990], [-0.3660, 2.5409, -0.8910], [4.6535, 0.3535, -0.8995], [1.3645, -1.6475, 0.9853], [3.5900, -1.8448, 0.2429], [-2.0241, 2.6635, -1.4855], [-3.6731, 0.9593, -0.1259], [1.4463, 2.5132, 0.9008], [-1.4728, -1.0766, -0.8272], [-0.6086, 0.0379, -1.7730], [-2.9206, -0.0542, 1.1242], [-2.4110, 0.0456, -1.8399], [-2.2876, -2.5872, 0.8260], [3.6529, 2.3546, -0.5620], [-1.3724, 3.1860, 0.2668]],
  "forces_ev_per_a": [[0.060, 0.124, -1.168], [-0.264, 0.105, 1.076], [-0.254, -0.141, -1.943], [-0.302, -0.390, -1.867], [1.879, 2.887, -0.429], [-0.655, 0.537, 1.378], [-1.769, 1.014, -2.255], [0.320, 2.049, 0.980], [0.597, 0.685, -3.857], [0.383, -1.397, 1.043], [0.901, -0.781, -1.481], [1.216, 3.286, -1.903], [-4.090, 0.565, 0.518], [-0.509, -2.918, 1.619], [-0.175, 2.268, 2.121], [0.268, -0.206, -0.533], [0.593, -0.048, 2.341], [3.230, -0.048, -1.392], [-0.254, -0.641, 0.258], [-1.274, -1.910, 0.670], [0.126, 0.910, 0.021], [1.382, -0.734, 2.343], [-0.499, -0.411, 0.029], [-0.025, 1.409, 0.114], [-0.242, -2.828, 0.940], [-0.857, -0.108, 0.444], [-0.967, -3.023, 1.469], [0.483, -0.243, 0.479], [0.666, -0.595, 0.625], [0.583, 2.021, -0.545], [-0.551, -1.438, -1.094]],
  "lowdin_charge": [1.10, -0.08, -0.07, -0.11, -0.12, 0.13, 0.01, -0.74, -0.17, -0.48, -0.27, -0.09, -0.10, -0.07, 0.04, 0.03, 0.02, -0.01, 0.10, 0.04, 0.11, 0.13, 0.09, 0.08, -0.01, 0.11, 0.01, 0.10, 0.08, 0.07, 0.10],
  "e_above_lowest_ev": 5.1790,
  "max_force_ha_per_bohr": 0.081,
  "total_energy_ev": -23039.0629,
  "homo_ha": [-0.314, -0.299],
  "e_lumo_ha": [-0.0291, -0.0353],
  "gap_ev": [7.744, 7.185]
}

{
  "formula": "C13H18AuN2S5",
  "method": "ωB97M-V/def2-TZVPD",
  "species": ["Au", "S", "S", "S", "S", "S", "N", "N", "C", "C", "C", "C", "C", "C", "C", "C", "C", "C", "C", "C", "C", "H", "H", "H", "H", "H", "H", "H", "H", "H", "H", "H", "H", "H", "H", "H", "H", "H", "H"],
  "positions_angstrom": [[-0.2157, 2.3075, -1.1567], [1.7626, 5.1243, -1.1685], [-6.4366, -1.1128, 0.5236], [0.9469, 0.7419, 1.8127], [3.3396, 0.3381, -0.7509], [3.4434, -2.0589, 2.1804], [-6.5061, -0.4733, -2.0137], [-1.7438, 0.8540, -1.1183], [-3.7412, 0.1431, -2.2097], [-5.7954, -0.5615, -0.8773], [1.1472, 3.6930, -1.2031], [4.4987, -0.9378, -0.1948], [-2.3062, 0.5335, 0.0546], [2.6828, 1.2526, 1.8843], [1.6317, -2.0138, 2.1574], [-4.3538, -0.1226, -0.9904], [0.9644, -0.9833, 1.2625], [-2.4457, 0.6228, -2.2349], [3.3623, 1.5775, 0.5624], [3.8975, -2.1975, 0.4313], [-3.5939, 0.0443, 0.1556], [4.4014, 1.8526, 0.7605], [1.3624, -1.0248, 0.2502], [-4.2214, -0.0435, -3.1592], [-0.0985, -1.2357, 1.2058], [-4.0163, -0.1909, 1.1223], [4.6386, -2.9975, 0.3872], [5.2302, -0.4869, 0.4776], [1.3646, -1.8436, 3.2020], [2.6594, 2.1573, 2.4956], [-6.1778, 0.0354, -2.8144], [-7.4886, -0.6884, -1.9605], [2.8795, 2.4335, 0.0830], [-1.9422, 0.8289, -3.1684], [-1.6973, 0.7037, 0.9311], [1.2657, -3.0057, 1.8823], [3.0308, -2.5336, -0.1396], [3.2372, 0.4989, 2.4391], [5.0335, -1.2308, -1.1009]],
  "forces_ev_per_a": [[0.153, -0.076, 0.031], [-0.059, -0.015, 0.009], [-0.068, -0.097, 0.069], [-0.070, -0.025, 0.100], [-0.031, 0.030, -0.057], [0.046, -0.013, 0.037], [-0.142, 0.019, 0.062], [-0.118, 0.239, -0.053], [0.174, -0.096, -0.130], [0.429, 0.099, -0.146], [0.039, -0.021, -0.055], [0.016, -0.029, 0.010], [-0.093, -0.048, 0.035], [0.062, -0.112, -0.037], [-0.021, -0.005, 0.039], [-0.416, -0.099, 0.028], [0.025, 0.006, -0.079], [-0.025, -0.132, 0.047], [-0.008, 0.099, -0.006], [-0.006, 0.011, -0.013], [0.192, 0.038, 0.125], [0.009, 0.018, -0.029], [-0.060, -0.037, 0.024], [-0.042, 0.028, -0.008], [-0.019, 0.024, -0.005], [-0.005, 0.036, -0.016], [0.007, 0.002, -0.028], [0.003, 0.005, -0.004], [-0.038, -0.019, -0.013], [-0.012, 0.030, -0.010], [0.017, 0.020, -0.008], [0.030, -0.013, -0.031], [0.029, -0.051, 0.071], [-0.035, 0.090, -0.010], [-0.003, 0.073, 0.041], [0.020, -0.008, -0.007], [0.000, -0.021, 0.012], [-0.014, 0.077, -0.022], [0.032, -0.024, 0.025]],
  "lowdin_charge": [0.70, 0.48, 0.71, 0.81, 0.84, 0.86, 0.08, -0.13, -0.01, -0.82, -1.01, -0.54, -0.12, -0.54, -0.53, -0.21, -0.57, -0.13, -0.54, -0.54, -0.02, 0.08, 0.02, 0.11, 0.06, 0.09, 0.06, 0.08, 0.07, 0.07, 0.09, 0.10, 0.00, 0.11, 0.07, 0.07, 0.07, 0.02, 0.06],
  "s2": 0.76,
  "e_above_lowest_ev": 0.0000,
  "max_force_ha_per_bohr": 0.009,
  "total_energy_ev": -74619.9584,
  "homo_ha": [-0.199, -0.302],
  "e_lumo_ha": [-0.0470, -0.0464],
  "gap_ev": [4.125, 6.950],
  "spin_multiplicity": 2
}

{
  "formula": "C13H18BrF4NO2",
  "method": "ωB97M-V/def2-TZVPD",
  "species": ["Br", "F", "F", "F", "F", "O", "O", "N", "C", "C", "C", "C", "C", "C", "C", "C", "C", "C", "C", "C", "C", "H", "H", "H", "H", "H", "H", "H", "H", "H", "H", "H", "H", "H", "H", "H", "H", "H", "H"],
  "positions_angstrom": [[0.2942, 1.1045, 3.2513], [-4.7724, -2.2291, -0.9202], [-1.7413, -1.9481, -2.7818], [1.0119, -3.3835, 0.7524], [-1.9036, -3.1898, -0.7301], [3.7862, 2.2148, 0.4679], [-0.0958, 0.8283, -0.9049], [2.0860, 0.8447, -0.3023], [2.5146, 0.0981, -1.5028], [-2.4289, -2.1756, -1.5853], [-3.6653, 0.0730, -0.7842], [3.1291, 1.1528, 0.6615], [3.6009, 0.2870, 1.9093], [-3.5706, -1.4711, -1.1346], [-2.5891, 0.9998, -1.5132], [-1.3543, 1.4778, -0.6320], [-1.4116, 1.4727, 0.9606], [1.4760, -2.0355, 0.9629], [0.7748, 0.4830, 0.2410], [0.3320, -1.0379, 0.4839], [0.1714, 1.5430, 1.3269], [-2.1575, 0.4798, -2.4409], [-1.1759, 2.5742, -0.9237], [1.7081, -1.9064, 2.0696], [2.4396, -1.9138, 0.3582], [-1.9962, 0.6674, 1.5080], [-0.0109, -1.4304, -0.5441], [4.2771, -0.5979, 1.6269], [-4.7000, 0.4198, -1.1581], [2.1628, 0.7025, -2.4196], [-3.1400, 1.9303, -1.8929], [3.6488, 0.0066, -1.6286], [0.4771, 2.5897, 0.9647], [2.7628, -0.1219, 2.5569], [2.0522, -0.9375, -1.6372], [-1.9221, 2.4557, 1.2482], [4.2404, 0.9530, 2.5911], [-0.6037, -1.1383, 1.1476], [-3.7063, 0.1583, 0.3475]],
  "forces_ev_per_a": [[0.389, 0.456, -0.976], [2.772, 1.227, 1.064], [-0.600, -0.187, 3.501], [0.536, 1.622, 0.302], [-1.328, 1.328, -3.307], [-2.166, -3.628, 0.448], [-0.307, -0.290, -0.427], [0.431, -1.333, 2.179], [0.066, 0.200, -2.367], [-0.890, -0.038, 1.387], [-1.650, -0.711, -1.832], [2.734, 3.055, -0.032], [0.122, -0.137, 0.624], [0.670, -0.009, -1.182], [0.392, -0.338, 0.082], [0.578, 1.162, 1.070], [-0.148, 1.341, -0.252], [-0.297, 0.196, 0.131], [-2.639, 0.486, -0.499], [0.545, -1.200, -0.421], [-1.721, -0.477, -1.925], [-0.657, 0.733, 1.358], [-0.361, -1.356, 0.365], [-0.344, -0.390, -1.421], [-1.414, -0.173, 0.817], [1.061, 0.653, -0.956], [0.703, 0.664, 1.566], [-1.128, 1.280, -0.014], [1.478, -0.494, 0.685], [0.541, -0.985, 1.329], [0.862, -1.340, 0.666], [-1.581, 0.220, 0.668], [0.149, -1.532, 1.292], [0.901, 0.537, -1.040], [0.587, 1.332, 0.573], [0.811, -1.301, -0.043], [-1.045, -0.795, -1.251], [1.614, 0.384, -0.790], [0.338, -0.161, -1.373]],
  "lowdin_charge": [0.71, -0.01, 0.07, -0.10, 0.04, 0.05, -0.13, -0.07, -0.06, -0.15, -0.11, -0.37, -0.03, -0.11, -0.10, -0.29, -0.18, -0.16, -0.40, -0.07, -0.54, 0.13, 0.15, 0.11, 0.11, 0.09, 0.12, 0.10, 0.12, 0.11, 0.12, 0.11, 0.14, 0.02, 0.10, 0.13, 0.10, 0.13, 0.12],
  "e_above_lowest_ev": 7.6476,
  "max_force_ha_per_bohr": 0.083,
  "total_energy_ev": -100263.7135,
  "homo_ha": -0.332,
  "e_lumo_ha": -0.0237,
  "gap_ev": 8.385,
  "smiles": "CC(=O)N(C)[C@]1(CCF)O[C@@H](CCC(F)=C(F)F)C[C@H]1Br"
}